(1)
Formula: C4H5N3
Source: OMol25
Level of theory: ωB97M-V/def2-TZVPD

XYZ file:
```
12
Properties=species:S:1:pos:R:3
N 2.823 -1.104 0.734
C 1.805 -0.697 0.363
C 0.629 -0.104 -0.293
C -0.689 -0.943 -0.388
N -1.780 0.018 -0.179
C -1.244 1.085 0.264
N 0.135 1.121 0.323
H 0.987 0.111 -1.311
H -0.758 -1.410 -1.373
H -0.767 -1.737 0.365
H -1.809 1.978 0.527
H 0.667 1.683 0.967
```

For the highest occupied orbital energy, the calculation gives -9.35 eV. The value obtained for the energy is -8698.394 eV. The relative energy (zero: lowest compared OMol25 entry of this formula, charge and spin) comes out at 32.72 kcal per mole. Its HOMO-LUMO gap is 10.057 eV. The LUMO energy is 0.70 eV. The value obtained for the molar mass is 95.1 g mol⁻¹.

(2)
Formula: C9H22O3Si
Source: OMol25
Level of theory: ωB97M-V/def2-TZVPD

XYZ file:
```
35
Properties=species:S:1:pos:R:3
C 0.511 3.374 -1.227
C 0.648 2.494 -0.004
O 0.829 1.063 -0.230
Si -0.245 0.030 0.460
C -1.374 -0.475 -1.023
C -0.901 -1.363 -2.155
C 0.409 -0.681 -2.757
C -0.425 -2.790 -1.693
O -1.247 0.810 1.597
C -2.114 -0.023 2.362
O 0.741 -1.325 0.909
C 1.791 -1.090 1.785
C 1.398 -0.196 3.007
H -0.534 3.347 -1.528
H 0.674 4.438 -1.047
H 1.101 3.119 -2.073
H 1.586 2.758 0.556
H -0.252 2.544 0.698
H -1.687 0.511 -1.446
H -2.263 -0.925 -0.578
H -1.637 -1.382 -3.013
H 1.191 -0.644 -1.991
H 0.241 0.357 -3.169
H 0.785 -1.224 -3.615
H 0.167 -2.656 -0.773
H 0.157 -3.251 -2.413
H -1.181 -3.418 -1.258
H -1.522 -0.894 2.873
H -2.781 -0.546 1.610
H -2.760 0.493 3.040
H 2.267 -2.048 2.086
H 2.571 -0.570 1.170
H 2.242 0.265 3.622
H 0.841 0.651 2.582
H 0.772 -0.750 3.634
```

For the highest occupied orbital energy, the calculation gives -9.72 eV. The value obtained for the energy is -23711.934 eV. The relative energy (zero: lowest compared OMol25 entry of this formula, charge and spin) comes out at 32.64 kcal per mole. Its HOMO-LUMO gap is 10.622 eV. The LUMO energy is 0.90 eV. The value obtained for the molar mass is 206.4 g mol⁻¹.

(3)
Formula: C2HBrCl3NO2
Source: OMol25
Level of theory: ωB97M-V/def2-TZVPD

XYZ file:
```
10
Properties=species:S:1:pos:R:3
C -0.397 0.457 -0.678
C -0.169 -0.897 -0.313
N 0.642 1.259 0.012
O 1.792 0.962 -0.241
O 0.221 2.144 0.706
Cl -0.037 0.632 -2.428
Cl 1.277 -1.704 -0.573
Cl -1.273 -1.677 0.644
Br -0.680 -2.031 3.517
H -1.376 0.856 -0.646
```

For the highest occupied orbital energy (alpha / beta), the calculation gives -10.92 / -9.13 eV. The value obtained for the energy is -115279.074 eV. The relative energy (zero: lowest compared OMol25 entry of this formula, charge and spin) comes out at 52.13 kcal per mole. Its HOMO-LUMO gap (alpha / beta) is 8.989 / 5.846 eV. The LUMO energy (alpha / beta) is -1.93 / -3.28 eV. The value obtained for the molar mass is 257.3 g mol⁻¹.

(4)
Formula: C4H27B4NOZn
Source: OMol25
Level of theory: ωB97M-V/def2-TZVPD

XYZ file:
```
38
Properties=species:S:1:pos:R:3
Zn 28.788 -2.283 3.631
B 30.728 -3.203 3.429
H 30.633 -2.147 3.633
H 30.190 -3.682 4.232
H 30.255 -3.384 2.476
H 31.758 -3.520 3.379
B 28.660 -0.763 5.047
H 29.402 -1.518 5.256
H 27.699 -1.251 4.992
H 28.672 -0.017 5.825
H 28.880 -0.371 4.066
B 28.362 -1.359 1.781
H 29.314 -1.060 2.192
H 28.205 -0.885 0.825
H 28.414 -2.414 1.560
H 27.555 -1.204 2.480
B 27.381 -3.654 4.151
H 26.800 -2.769 3.942
H 26.712 -4.398 4.555
H 27.836 -4.035 3.250
H 28.133 -3.422 4.890
C 24.110 -1.632 2.177
C 24.535 -3.123 2.091
C 23.437 -3.997 1.467
O 23.759 -5.396 1.626
C 22.710 -6.379 1.513
N 25.798 -3.162 1.417
H 23.785 -1.155 1.252
H 25.007 -1.151 2.567
H 23.318 -1.522 2.918
H 24.646 -3.462 3.121
H 23.261 -3.700 0.433
H 22.525 -3.696 1.984
H 23.080 -7.348 1.848
H 22.390 -6.443 0.473
H 21.889 -6.128 2.184
H 26.431 -2.500 1.842
H 25.619 -2.634 0.574
```

As for the net charge: -2. For the highest occupied orbital energy, the calculation gives -2.26 eV. The value obtained for the energy is -59236.821 eV. The relative energy (zero: lowest compared OMol25 entry of this formula, charge and spin) comes out at 0.00 kcal per mole. Its HOMO-LUMO gap is 6.922 eV. The LUMO energy is 4.66 eV. The value obtained for the molar mass is 213.9 g mol⁻¹.

(5)
Formula: C6H12O2
Source: OMol25
Level of theory: ωB97M-V/def2-TZVPD

XYZ file:
```
20
Properties=species:S:1:pos:R:3
C 0.363 -3.060 0.216
C 0.881 -1.987 -0.736
C 0.129 -0.907 -0.932
C 0.576 0.340 -1.641
C 0.737 1.492 -0.616
C -0.628 2.038 -0.469
O -1.454 1.702 0.356
H 1.142 -3.561 0.784
H -0.359 -3.749 -0.236
H -0.284 -2.554 0.933
H 1.838 -2.255 -1.151
H -0.789 -0.769 -0.368
H -0.087 0.608 -2.468
H 1.513 0.074 -2.113
H 1.492 2.195 -0.980
H 1.100 1.198 0.364
H -1.048 2.534 -1.375
O -0.497 0.670 3.023
H -1.147 -0.020 3.118
H -0.778 1.179 2.242
```

For the highest occupied orbital energy, the calculation gives -9.46 eV. The value obtained for the energy is -10510.302 eV. The relative energy (zero: lowest compared OMol25 entry of this formula, charge and spin) comes out at 46.23 kcal per mole. Its HOMO-LUMO gap is 10.231 eV. The LUMO energy is 0.78 eV. The value obtained for the molar mass is 116.2 g mol⁻¹.

(6)
Formula: C38H47BrN9O5PReSTe4
Source: OMol25
Level of theory: ωB97M-V/def2-TZVPD

XYZ file:
```
107
Properties=species:S:1:pos:R:3
Re 1.290 0.203 -1.321
Te 0.286 -1.432 -3.119
Te 2.744 -1.798 -4.229
Te 4.987 1.915 -2.841
Te 2.652 0.875 -3.500
C 2.278 3.311 -0.397
O 1.859 2.037 0.123
C 1.366 2.034 1.408
C 1.160 3.160 2.182
C 0.641 2.998 3.464
Br 0.297 4.545 4.494
C 0.368 1.753 3.989
C 0.575 0.619 3.204
C 1.020 0.785 1.906
O 1.137 -0.272 1.029
C 0.310 -0.718 3.748
N -0.633 -0.985 4.602
C -0.502 -2.341 4.874
C -1.234 -3.150 5.744
C -0.851 -4.471 5.851
C 0.228 -4.991 5.113
C 0.954 -4.214 4.237
C 0.559 -2.885 4.140
N 1.059 -1.823 3.397
H 2.911 3.814 0.333
H 1.399 3.917 -0.627
H 2.858 3.107 -1.290
H 1.377 4.149 1.810
H -0.009 1.627 4.994
H 0.816 -1.092 1.440
H -2.059 -2.742 6.312
H -1.386 -5.127 6.525
H 0.511 -6.029 5.227
H 1.778 -4.638 3.680
H 1.952 -1.821 2.930
N -0.368 1.050 -1.264
P -1.730 1.402 -1.991
N -2.713 0.060 -2.071
C -2.749 -0.771 -0.850
C -3.236 -2.176 -1.171
C -4.587 -2.153 -1.878
C -4.531 -1.225 -3.087
C -4.057 0.156 -2.663
N -1.545 1.883 -3.554
C -0.897 3.172 -3.801
C -1.734 4.014 -4.756
C -1.993 3.249 -6.051
C -2.603 1.877 -5.763
C -1.735 1.105 -4.778
N -2.446 2.625 -1.146
C -3.645 3.303 -1.642
C -4.661 3.451 -0.517
C -4.043 4.217 0.651
C -2.742 3.556 1.099
C -1.794 3.379 -0.080
H -3.414 -0.301 -0.110
H -1.749 -0.803 -0.420
H -3.301 -2.740 -0.238
H -2.493 -2.675 -1.799
H -5.353 -1.791 -1.184
H -4.880 -3.160 -2.176
H -5.508 -1.145 -3.567
H -3.830 -1.623 -3.828
H -4.754 0.569 -1.919
H -4.040 0.836 -3.513
H 0.089 2.979 -4.246
H -0.726 3.687 -2.854
H -1.223 4.958 -4.959
H -2.687 4.252 -4.275
H -1.046 3.112 -6.585
H -2.645 3.825 -6.709
H -2.697 1.299 -6.684
H -3.610 1.999 -5.350
H -0.751 0.922 -5.227
H -2.147 0.129 -4.531
H -4.061 2.764 -2.492
H -3.359 4.301 -2.004
H -4.965 2.453 -0.185
H -5.552 3.961 -0.889
H -4.746 4.288 1.482
H -3.829 5.243 0.328
H -2.952 2.568 1.522
H -2.254 4.148 1.876
H -0.900 2.846 0.215
H -1.501 4.368 -0.469
O 4.617 -5.423 5.378
S 4.817 -6.215 4.172
O 3.607 -6.431 3.403
O 5.684 -7.356 4.313
C 5.759 -5.023 3.160
N 7.083 -4.961 3.288
C 7.710 -4.021 2.598
C 7.052 -3.127 1.759
C 5.679 -3.298 1.682
N 5.036 -4.229 2.378
C 4.788 -2.479 0.822
C 4.982 -1.121 0.594
C 4.034 -0.417 -0.119
N 2.949 -1.007 -0.646
C 2.797 -2.337 -0.487
C 3.668 -3.091 0.257
H 8.788 -3.978 2.714
H 7.585 -2.384 1.183
H 5.832 -0.597 1.010
H 4.128 0.649 -0.276
H 1.917 -2.770 -0.946
H 3.488 -4.143 0.431
```

For the highest occupied orbital energy (alpha / beta), the calculation gives -7.50 / -7.50 eV. The value obtained for the energy is -185288.485 eV. The relative energy (zero: lowest compared OMol25 entry of this formula, charge and spin) comes out at 0.00 kcal per mole. Its HOMO-LUMO gap (alpha / beta) is 5.066 / 5.389 eV. The LUMO energy (alpha / beta) is -2.44 / -2.12 eV. As for the multiplicity: 2. The value obtained for the molar mass is 1549.4 g mol⁻¹.

(7)
Formula: C40H80O30
Source: OMol25
Level of theory: ωB97M-V/def2-TZVPD

XYZ file:
```
150
Properties=species:S:1:pos:R:3
C -8.479 2.933 -5.385
C -7.490 1.891 -5.922
O -7.608 1.856 -7.366
C -6.965 2.805 -8.157
O -6.227 3.735 -7.779
O -7.227 2.527 -9.417
C -6.513 3.322 -10.382
H -7.984 3.898 -5.276
H -8.711 2.472 -4.426
H -9.402 2.999 -5.961
H -7.630 0.863 -5.585
H -6.529 2.227 -5.534
H -5.441 3.158 -10.275
H -6.604 4.408 -10.427
H -6.687 2.896 -11.370
C 0.058 0.341 -8.848
C 1.187 -0.558 -8.336
O 1.901 -1.156 -9.364
C 1.335 -2.191 -10.043
O 0.258 -2.749 -9.827
O 2.237 -2.459 -11.033
C 2.063 -3.570 -11.836
H 0.262 1.127 -9.576
H -0.373 0.917 -8.029
H -0.824 -0.203 -9.185
H 0.685 -1.388 -7.839
H 1.952 -0.063 -7.737
H 2.222 -3.240 -12.863
H 1.068 -3.991 -11.695
H 2.801 -4.297 -11.496
C 5.815 3.375 -2.240
C 5.560 4.640 -3.072
O 4.157 4.832 -3.363
C 3.393 5.423 -2.416
O 3.767 5.861 -1.327
O 2.146 5.496 -2.912
C 1.106 5.760 -2.006
H 6.823 3.363 -1.823
H 5.866 2.433 -2.786
H 5.077 3.367 -1.437
H 6.100 4.597 -4.017
H 6.004 5.512 -2.591
H 0.184 5.780 -2.587
H 1.168 6.701 -1.459
H 0.936 4.869 -1.403
C -10.859 -2.508 5.081
C -9.698 -2.612 6.050
O -8.537 -3.101 5.433
C -8.305 -4.344 4.981
O -9.173 -5.191 4.800
O -7.022 -4.430 4.443
C -6.649 -5.506 3.580
H -11.562 -1.715 5.334
H -11.325 -3.481 4.924
H -10.544 -2.190 4.087
H -9.893 -3.216 6.936
H -9.631 -1.691 6.628
H -7.051 -5.322 2.583
H -7.190 -6.427 3.798
H -5.565 -5.609 3.627
C -0.179 9.675 4.155
C -0.662 10.685 3.145
O 0.529 11.186 2.501
C 0.410 11.946 1.465
O -0.659 12.307 0.939
O 1.673 12.219 0.946
C 1.822 12.839 -0.305
H 0.719 10.011 4.673
H 0.229 8.798 3.652
H -0.836 9.273 4.927
H -1.268 11.385 3.722
H -1.227 10.206 2.345
H 1.098 13.587 -0.630
H 1.933 12.080 -1.079
H 2.849 13.198 -0.241
C -1.508 -3.069 -2.040
C -0.141 -3.327 -1.401
O 0.042 -2.547 -0.196
C 0.528 -1.285 -0.140
O 1.140 -0.796 -1.105
O 0.302 -0.779 1.022
C 1.061 0.232 1.490
H -1.636 -3.713 -2.909
H -1.575 -2.047 -2.413
H -2.429 -3.040 -1.456
H 0.626 -3.212 -2.166
H -0.106 -4.381 -1.128
H 0.444 0.920 2.067
H 1.535 0.841 0.721
H 1.959 -0.126 1.994
C 7.851 -5.277 -1.516
C 9.334 -4.914 -1.183
O 9.642 -4.883 0.181
C 10.606 -4.164 0.763
O 11.490 -3.537 0.115
O 10.506 -4.372 2.024
C 11.421 -3.726 2.931
H 7.687 -5.137 -2.584
H 7.157 -4.646 -0.961
H 7.579 -6.252 -1.110
H 9.534 -3.910 -1.557
H 9.943 -5.644 -1.715
H 10.961 -3.396 3.862
H 11.841 -2.819 2.496
H 12.091 -4.533 3.228
C 6.881 2.078 9.371
C 5.977 1.190 8.494
O 4.653 1.202 9.092
C 3.822 2.161 8.796
O 4.145 3.119 8.105
O 2.584 1.873 9.347
C 1.505 2.811 9.180
H 6.568 1.985 10.411
H 6.763 3.149 9.207
H 7.955 1.899 9.321
H 6.316 0.157 8.574
H 6.061 1.358 7.421
H 1.215 2.849 8.129
H 1.620 3.854 9.474
H 0.606 2.449 9.678
C -6.316 2.105 3.047
C -5.256 2.411 4.140
O -5.596 3.431 5.062
C -5.912 4.662 4.618
O -5.768 5.080 3.482
O -6.242 5.354 5.734
C -6.757 6.701 5.659
H -6.090 1.089 2.726
H -6.234 2.791 2.204
H -7.318 2.149 3.474
H -4.303 2.567 3.633
H -5.164 1.440 4.627
H -5.945 7.428 5.653
H -7.322 6.875 6.575
H -7.470 6.711 4.834
C 2.561 -16.122 -0.720
C 2.431 -14.761 -1.318
O 3.101 -13.861 -0.484
C 2.682 -12.533 -0.338
O 1.742 -12.109 -1.088
O 3.320 -11.875 0.591
C 2.723 -10.711 1.135
H 3.567 -16.499 -0.535
H 1.980 -16.811 -1.333
H 2.194 -16.150 0.307
H 1.350 -14.626 -1.358
H 2.782 -14.629 -2.342
H 2.054 -10.109 0.519
H 3.560 -10.093 1.462
H 2.225 -11.079 2.031
```

For the highest occupied orbital energy, the calculation gives -10.53 eV. The value obtained for the energy is -104197.402 eV. The relative energy (zero: lowest compared OMol25 entry of this formula, charge and spin) comes out at 164.65 kcal per mole. Its HOMO-LUMO gap is 10.812 eV. The LUMO energy is 0.28 eV. The value obtained for the molar mass is 1041.1 g mol⁻¹.

(8)
Formula: C6H12BHgNO2
Source: OMol25
Level of theory: ωB97M-V/def2-TZVPD

XYZ file:
```
23
Properties=species:S:1:pos:R:3
C -1.063 -0.321 -2.253
C -0.179 -1.511 -1.543
B 0.905 -0.977 -0.428
O 2.357 -1.302 -0.665
C 0.581 -0.079 0.910
C 0.675 1.563 0.843
C 0.427 1.844 2.473
N -0.702 0.838 2.780
C -0.870 -0.203 1.663
O -1.956 -0.941 1.423
H -1.692 0.190 -1.377
H -0.442 0.450 -2.877
H -1.833 -0.858 -2.988
H 0.455 -2.025 -2.414
H -0.870 -2.357 -1.108
H 2.445 -1.467 -1.669
H 1.362 -0.429 1.718
H 1.646 2.018 0.354
H -0.375 1.925 0.405
H 0.214 2.973 2.733
H 1.449 1.408 2.906
H -0.371 0.192 3.557
Hg -2.163 -0.931 -4.444
```

As for the net charge: +2. For the highest occupied orbital energy, the calculation gives -15.95 eV. The value obtained for the energy is -16826.406 eV. Its HOMO-LUMO gap is 2.551 eV. The LUMO energy is -13.40 eV. The value obtained for the molar mass is 341.6 g mol⁻¹.